1.
# C4H7NO2

A 2-piece molecular cluster, C4H7NO2 overall in a non-equilibrium geometry (ωB97M-V/def2-TZVPD, the Open Molecules 2025 dataset).

Geometry as XYZ:
```
14
Properties=species:S:1:pos:R:3
C 1.6078 -0.4492 0.2435
C 0.4245 0.0132 -0.5586
C -1.6525 -2.0050 -0.8475
O -1.0982 -2.9590 -0.5769
C -0.5071 0.8814 -0.1188
O -1.6933 1.0977 -0.7549
N -0.4045 1.6900 0.9862
H 1.4100 -0.3703 1.3210
H 1.8070 -1.5089 0.0405
H 2.5385 0.0976 0.0366
H 0.3102 -0.3685 -1.5699
H -1.9338 0.2643 -1.1865
H 0.4461 1.6745 1.5220
H -1.2547 1.9423 1.4633
```

Results
gap between HOMO and LUMO	8.75	eV
energy	-9845.82478	eV
E_LUMO	0.96	eV


2.
# C4H7NO2

One molecule with the formula C4H7NO2 (ωB97M-V/def2-TZVPD, the Open Molecules 2025 dataset).

Geometry as XYZ:
```
14
Properties=species:S:1:pos:R:3
O 0.9287 -2.4241 -0.1387
N -0.3368 -1.8781 0.0631
C -0.3627 -0.6448 -0.2177
C -1.4495 0.3673 0.0753
C -0.2839 1.3435 0.3765
C 0.6162 0.4846 -0.5383
O 1.9890 0.4424 -0.3311
H 0.7969 -3.3467 0.1135
H -2.1569 0.1325 0.8720
H -1.9956 0.6568 -0.8300
H 0.0333 1.2004 1.4179
H -0.3676 2.4097 0.1600
H 0.4630 0.7686 -1.5872
H 2.1481 0.5779 0.6088
```

Results
gap between HOMO and LUMO	10.49	eV
energy	-9843.82641	eV
SMILES	O/N=C1/CC[C@H]1O
E_LUMO	0.93	eV


3.
# C4H7NO2

One molecule with the formula C4H7NO2 in a non-equilibrium geometry (ωB97M-V/def2-TZVPD, the Open Molecules 2025 dataset).

Geometry as XYZ:
```
14
Properties=species:S:1:pos:R:3
C 0.6316 -0.8796 -1.1801
N 0.5616 -0.1189 0.0556
C 1.3886 0.9543 0.2302
O 1.2587 1.8482 1.0431
C -0.6010 -0.1015 0.9571
C -1.9197 0.3114 0.3360
O -2.2130 -0.1300 -0.7436
H 0.3388 -1.9137 -0.9731
H -0.0199 -0.4209 -1.9094
H 1.6441 -0.9615 -1.5633
H 2.2501 0.8352 -0.4588
H -0.3274 0.4203 1.8722
H -0.7267 -1.0794 1.4750
H -2.2660 1.2362 0.8593
```

Results
gap between HOMO and LUMO	10.02	eV
energy	-9845.47928	eV
SMILES	CN(C=O)CC=O
E_LUMO	0.58	eV


4.
# C4H7NO2

C4H7NO2 as an isolated structure (ωB97M-V/def2-TZVPD, the Open Molecules 2025 dataset).

Geometry as XYZ:
```
14
Properties=species:S:1:pos:R:3
C 1.3540 -1.2980 -0.8069
C 0.1680 0.2708 1.0115
C 0.8820 0.9795 -0.0697
O 0.4111 -0.2205 -0.7431
C -1.2340 0.6892 1.1450
O -1.4718 1.4781 2.0531
N -2.1813 0.1640 0.3188
H 2.3185 -0.9276 -1.1666
H 1.4629 -1.7519 0.1798
H 0.9460 -2.0140 -1.5223
H 0.4522 1.8497 -0.5769
H 1.9741 1.0263 -0.0308
H -3.1499 0.2894 0.5689
H -1.9319 -0.5349 -0.3608
```

Results
gap between HOMO and LUMO	9.41	eV
energy	-9842.76479	eV
E_LUMO	0.69	eV


5.
# C4H7NO2

One molecule with the formula C4H7NO2 in a non-equilibrium geometry (ωB97M-V/def2-TZVPD, the Open Molecules 2025 dataset).

Geometry as XYZ:
```
14
Properties=species:S:1:pos:R:3
O -2.2276 0.1426 0.9212
C -2.1253 -0.8805 0.2980
C -0.8103 -1.4668 -0.1478
C 0.3982 -0.8240 0.5171
N 0.7295 0.4790 -0.0562
C 1.9616 0.8836 -0.4320
O 2.1693 1.8811 -1.0830
H -3.0155 -1.4036 -0.1100
H -0.7467 -2.5442 -0.0191
H -0.7482 -1.1969 -1.2066
H 0.3279 -0.7050 1.5931
H 1.2646 -1.4634 0.3338
H -0.0815 1.0424 -0.2671
H 2.7346 0.1563 -0.1368
```

Results
gap between HOMO and LUMO	10.48	eV
energy	-9846.21577	eV
SMILES	O=CCCNC=O
E_LUMO	0.69	eV


6.
# C4H7NO2

One molecule with the formula C4H7NO2 (ωB97M-V/def2-TZVPD, the Open Molecules 2025 dataset).

Geometry as XYZ:
```
14
Properties=species:S:1:pos:R:3
H -1.1134 2.0373 0.5958
N -0.4029 1.3399 0.8185
C -0.7486 0.2151 0.3514
C -1.9836 -0.1276 -0.4318
O 0.0202 -0.8937 0.5081
C 1.4189 -0.6980 0.6238
C 1.9172 0.0365 -0.6099
O 2.8321 0.8169 -0.6023
H -2.8033 -0.3452 0.2555
H -2.2615 0.7123 -1.0731
H -1.8008 -1.0091 -1.0495
H 1.7276 -0.1513 1.5174
H 1.8306 -1.7139 0.6419
H 1.3676 -0.2191 -1.5458
```

Results
gap between HOMO and LUMO	10.71	eV
energy	-9845.69055	eV
SMILES	[H]/N=C(\C)OCC=O
E_LUMO	0.80	eV


7.
# C4H7NO2

One molecule with the formula C4H7NO2 in a non-equilibrium geometry (ωB97M-V/def2-TZVPD, the Open Molecules 2025 dataset).

Geometry as XYZ:
```
14
Properties=species:S:1:pos:R:3
C -2.4471 0.3032 -0.1165
N -1.0444 0.5985 0.0383
C -0.0988 -0.3672 0.3047
O -0.2860 -1.5524 0.4448
C 1.2413 0.3359 0.0295
C 2.3943 -0.6070 -0.1189
O 1.3755 1.5345 0.1601
H -2.5719 -0.7788 -0.0915
H -2.8322 0.7020 -1.0570
H -3.0210 0.7351 0.7058
H -0.7869 1.5725 0.1374
H 3.0683 -0.4865 0.7285
H 2.9628 -0.3537 -1.0124
H 2.0460 -1.6360 -0.1527
```

Results
gap between HOMO and LUMO	9.83	eV
energy	-9846.51067	eV
SMILES	CNC(=O)C(C)=O
E_LUMO	0.19	eV


8.
# C4H7NO2

One molecule with the formula C4H7NO2 in a non-equilibrium geometry (ωB97M-V/def2-TZVPD, the Open Molecules 2025 dataset).

Geometry as XYZ:
```
14
Properties=species:S:1:pos:R:3
C -0.4733 1.7421 -0.1584
C -1.5752 0.9152 -0.1116
C -1.5246 -0.6423 -0.1393
O -2.5303 -1.3057 0.0457
N -0.3017 -1.2247 -0.2688
O 0.8353 -0.4830 -0.7704
C 1.8938 -0.4747 0.2903
H -0.5987 2.7845 -0.1137
H 0.4661 1.2464 -0.1545
H -2.6369 1.2457 0.0892
H -0.0218 -2.2668 -0.2975
H 2.3803 -1.4894 0.4136
H 1.3998 -0.2276 1.1712
H 2.6873 0.1801 0.0043
```

Results
gap between HOMO and LUMO	10.54	eV
energy	-9843.16869	eV
SMILES	C=CC(=O)NOC
E_LUMO	0.70	eV


9.
# C4H7NO2

C4H7NO2 as an isolated structure in a non-equilibrium geometry (ωB97M-V/def2-TZVPD, the Open Molecules 2025 dataset).

Geometry as XYZ:
```
14
Properties=species:S:1:pos:R:3
C 0.7755 -0.0985 -0.5801
C 0.4513 1.0814 0.4561
C -0.3212 -0.1522 0.4640
C -1.6665 -0.2517 0.0895
H 2.0685 -1.5038 -0.5101
H 2.2992 -0.8672 0.4927
H 0.6061 -0.1400 -1.4914
H -0.1749 2.1741 -0.0603
H 1.3641 1.3064 1.1632
H -0.0374 -0.6583 1.6894
H -3.0554 0.4644 -0.9608
N 2.0983 -0.7031 -0.3772
O -2.1379 0.7639 -0.5120
O -2.2696 -1.4154 0.1370
```

Results
gap between HOMO and LUMO	10.04	eV
energy	-9840.34676	eV
E_LUMO	0.55	eV


10.
# C4H7NO2

One molecule with the formula C4H7NO2 (ωB97M-V/def2-TZVPD, the Open Molecules 2025 dataset).

Geometry as XYZ:
```
14
Properties=species:S:1:pos:R:3
C -2.1956 -1.1587 0.6421
N -1.1312 -0.5637 -0.0767
C -0.0969 0.1142 -0.0246
C 0.8140 0.0875 -1.2218
O 1.7196 1.1428 -1.0094
C 1.7814 1.2790 0.3801
O 0.5018 0.9157 0.9194
H -3.1388 -0.7917 0.2199
H -2.1181 -2.2222 0.3880
H -2.2211 -1.0650 1.7321
H 0.2352 0.2293 -2.1342
H 1.3069 -0.8972 -1.2438
H 2.0033 2.3215 0.6143
H 2.5394 0.6085 0.8146
```

Results
gap between HOMO and LUMO	9.90	eV
energy	-9844.94561	eV
SMILES	C/N=C1/COCO1
E_LUMO	0.90	eV


11.
# C4H7NO2

One molecule with the formula C4H7NO2 (ωB97M-V/def2-TZVPD, the Open Molecules 2025 dataset).

Geometry as XYZ:
```
14
Properties=species:S:1:pos:R:3
H 2.7456 0.6341 1.9018
N 2.2480 -0.2308 1.7099
C 1.5069 -0.0602 0.7104
O 1.3948 1.0657 -0.0535
C 0.0699 1.0680 -0.5724
C -0.2838 -0.4244 -0.6432
C -1.6767 -0.7772 -0.1645
O 0.6577 -1.0082 0.2632
H -0.5765 1.6015 0.1383
H 0.0661 1.5755 -1.5387
H -0.0912 -0.8317 -1.6423
H -1.8053 -0.4279 0.8656
H -1.8086 -1.8626 -0.1792
H -2.4469 -0.3219 -0.7954
```

Results
gap between HOMO and LUMO	10.76	eV
energy	-9846.24354	eV
SMILES	[H]/N=C1\OC[C@H](C)O1
E_LUMO	0.83	eV


12.
# C4H7NO2

One molecule with the formula C4H7NO2 (ωB97M-V/def2-TZVPD, the Open Molecules 2025 dataset).

Geometry as XYZ:
```
14
Properties=species:S:1:pos:R:3
C -0.2969 1.2634 1.2605
C 0.0142 0.7472 -0.1312
C 1.0267 -0.4284 -0.1526
N 0.2189 -1.4797 -0.7123
C -1.0283 -1.0687 -1.0968
O -1.8770 -1.7107 -1.6584
O -1.1830 0.2315 -0.7261
H -0.6265 0.4446 1.9094
H -1.0932 2.0115 1.2164
H 0.5932 1.7265 1.7010
H 0.3603 1.5677 -0.7685
H 1.3563 -0.6764 0.8614
H 1.9043 -0.2035 -0.7730
H 0.5686 -2.3699 -1.0227
```

Results
gap between HOMO and LUMO	10.71	eV
energy	-9847.23637	eV
SMILES	C[C@H]1CNC(=O)O1
E_LUMO	0.76	eV


13.
# C4H7NO2

C4H7NO2 as an isolated structure in a non-equilibrium geometry (ωB97M-V/def2-TZVPD, the Open Molecules 2025 dataset).

Geometry as XYZ:
```
14
Properties=species:S:1:pos:R:3
C 2.3189 -0.3875 -0.5378
N 1.4252 0.7130 -0.2141
C 0.2316 0.4817 0.1124
C -0.8454 1.4735 0.3501
O -2.1215 0.5303 0.5844
C -1.6687 -0.7677 0.2387
O -0.2806 -0.7998 0.3542
H 2.7995 -0.1606 -1.4974
H 3.1208 -0.4797 0.2063
H 1.8081 -1.3552 -0.6161
H -1.0827 2.0500 -0.5541
H -1.5901 1.0798 1.4428
H -1.9951 -0.8986 -0.7987
H -2.1201 -1.4792 0.9292
```

Results
gap between HOMO and LUMO	9.36	eV
energy	-9841.90921	eV
E_LUMO	0.65	eV


14.
# C4H7NO2S

An isolated ion of composition C4H7NO2S and charge -2 in a non-equilibrium geometry (ωB97M-V/def2-TZVPD, the Open Molecules 2025 dataset).

Geometry as XYZ:
```
15
Properties=species:S:1:pos:R:3
C -0.9265 -0.9355 0.6837
C -0.4207 0.3160 -0.0527
C -0.3859 0.1280 -1.5603
S -2.0302 0.1215 -2.3931
N 0.8124 0.9076 0.5283
C 1.9937 0.2214 0.9072
O 2.0406 -1.0175 0.7505
O 2.8779 1.0035 1.3956
H -1.7548 -1.4119 0.1521
H -1.4849 -0.6472 1.5986
H -0.2293 -1.7226 0.9404
H -1.2595 1.0029 0.1260
H 0.0744 1.0058 -2.0148
H 0.0261 -0.8386 -1.8440
H 0.6669 1.8665 0.7824
```

Results
gap between HOMO and LUMO	5.66	eV
energy	-20681.63099	eV
SMILES	C[C@H](C[S-])NC(=O)[O-]
charge	-2
E_LUMO	6.09	eV


15.
# C4H7NO2S

One molecule with the formula C4H7NO2S in a non-equilibrium geometry (ωB97M-V/def2-TZVPD, the Open Molecules 2025 dataset).

Geometry as XYZ:
```
15
Properties=species:S:1:pos:R:3
O -2.8037 0.3572 -0.3916
C -1.9302 -0.6255 -0.1958
C -0.5115 -0.0867 0.3711
N -0.2055 1.2332 0.3193
O 1.2914 1.3358 0.6127
C 1.9923 1.0525 -0.5461
S 1.9604 -0.8692 -0.4542
C 0.5721 -1.0384 0.8530
H -2.2631 1.1837 -1.0205
H -1.6269 -1.0175 -1.1447
H -2.3356 -1.4072 0.5928
H 1.6314 1.6336 -1.3443
H 3.0918 1.2806 -0.1480
H 0.3488 -2.1241 0.6471
H 0.7883 -0.9081 1.8491
```

Results
gap between HOMO and LUMO	9.56	eV
energy	-20676.92619	eV
SMILES	OCC1=NOCSC1
E_LUMO	0.59	eV


16.
# C4H7NO2S

One molecule with the formula C4H7NO2S in a non-equilibrium geometry (ωB97M-V/def2-TZVPD, the Open Molecules 2025 dataset).

Geometry as XYZ:
```
15
Properties=species:S:1:pos:R:3
C 0.7061 -0.0970 -0.4276
C 0.5509 -1.4209 -0.5793
C 0.4979 2.5994 -0.7231
C -0.1862 -2.5342 0.1210
N -0.4229 2.3036 0.0961
O -1.5358 0.1677 1.0171
O 0.5804 0.5838 2.1856
S -0.1709 0.4827 0.9580
H 0.9155 -1.8326 -1.5407
H 1.4276 2.1615 -0.7475
H 0.3183 3.4045 -1.4923
H -0.5120 -2.2479 1.1271
H 0.3249 -3.5778 0.2768
H -1.1673 -2.6612 -0.4371
H -1.3262 2.6683 0.1659
```

Results
gap between HOMO and LUMO	7.76	eV
energy	-20676.48403	eV
E_LUMO	-0.48	eV


17.
# C4H7NO2S

One molecule with the formula C4H7NO2S in a non-equilibrium geometry (ωB97M-V/def2-TZVPD, the Open Molecules 2025 dataset).

Geometry as XYZ:
```
15
Properties=species:S:1:pos:R:3
C -2.3364 0.1440 0.7566
C -1.7247 -0.5133 -0.4682
S 0.0173 -1.0634 -0.4474
C 0.8050 0.5261 -0.4711
O 0.1243 1.5877 -0.4236
N 2.1968 0.4756 -0.3557
C 3.0805 -0.5355 0.1232
O 4.2274 -0.2409 0.2940
H -1.7583 0.9761 1.0687
H -3.3851 0.4818 0.5670
H -2.4447 -0.5530 1.6926
H -2.2185 -1.4116 -0.8255
H -1.8664 0.2745 -1.2729
H 2.6278 1.4171 -0.4912
H 2.6550 -1.5653 0.2534
```

Results
gap between HOMO and LUMO	10.40	eV
energy	-20681.87465	eV
SMILES	CCSC(=O)NC=O
E_LUMO	0.51	eV


18.
# C4H7NO3

A 3-piece molecular cluster, C4H7NO3 overall in a non-equilibrium geometry (ωB97M-V/def2-TZVPD, the Open Molecules 2025 dataset).

Geometry as XYZ:
```
15
Properties=species:S:1:pos:R:3
C -0.9430 -0.4569 0.5212
C -1.8542 0.7317 0.6882
C 0.5704 -0.6041 -1.1574
N -0.0233 -0.6278 1.5431
C 2.3393 0.4851 -1.7005
O -0.2220 0.3260 -1.2912
O 1.1323 -1.6194 -0.8684
O 3.1285 0.4067 -0.8017
H -1.5097 -1.3759 0.3807
H 0.4722 -1.5086 1.5966
H 0.6462 0.1306 1.6313
H 2.5107 1.0249 -2.6667
H -2.4907 0.6388 1.5754
H -2.5179 0.8147 -0.1748
H -1.2385 1.6343 0.7242
```

Results
gap between HOMO and LUMO (alpha / beta)	8.09 / 5.28	eV
energy	-11889.34558	eV
E_LUMO (alpha / beta)	0.58 / -0.84	eV


19.
# C4H7NO3

One molecule with the formula C4H7NO3 in a non-equilibrium geometry (ωB97M-V/def2-TZVPD, the Open Molecules 2025 dataset).

Geometry as XYZ:
```
15
Properties=species:S:1:pos:R:3
O 2.6621 -0.0294 -0.1639
C 1.5966 -0.4687 -0.5850
N 0.6329 -1.1441 0.3002
C 0.1889 -0.0770 1.1629
C -0.8092 0.5916 0.2916
O -0.0550 1.4833 -0.6759
C -1.3121 -0.5332 -0.5756
O -0.4363 -1.5427 -0.5002
H 1.1762 -0.5087 -1.8517
H -0.2481 -0.5484 2.1186
H 1.1525 0.4739 1.3209
H -1.4443 1.1007 0.9648
H 0.5605 2.0022 -0.1924
H -2.3220 -0.7690 -0.0986
H -1.3426 -0.0303 -1.5156
```

Results
gap between HOMO and LUMO	10.45	eV
energy	-11890.21090	eV
SMILES	O=CN1C[C@@H](O)CO1
E_LUMO	0.70	eV


20.
# C4H7NO3

One molecule with the formula C4H7NO3 in a non-equilibrium geometry (ωB97M-V/def2-TZVPD, the Open Molecules 2025 dataset).

Geometry as XYZ:
```
15
Properties=species:S:1:pos:R:3
O 2.4370 -1.2194 0.3941
C 1.8903 -0.2399 -0.1347
O 2.3806 0.3442 -1.1579
N 0.5962 0.1876 0.5212
C -0.3778 -0.9707 0.3377
C -1.5518 -0.3424 -0.5456
O -1.3155 1.0606 -0.7957
C -0.1340 1.3876 -0.0326
H 0.7372 0.4362 1.5107
H -0.5917 -1.3187 1.3783
H -0.0095 -1.8178 -0.3053
H -1.4895 -0.8338 -1.5608
H -2.4790 -0.6046 0.0502
H -0.6102 1.7999 0.9134
H 0.5177 2.1312 -0.5731
```

Results
gap between HOMO and LUMO	9.02	eV
energy	-11891.72307	eV
SMILES	O=C([O-])[N@@H+]1CCOC1
E_LUMO	-0.04	eV